Entry from OMol25: C6H14N2O2 as an isolated structure in a non-equilibrium geometry (ωB97M-V with the def2-TZVPD basis set).

Element x y z (Å)
C (1.1421, 2.0088, 0.4329)
C (1.7267, -1.0585, 0.3761)
N (0.3582, 1.1870, -0.4792)
C (0.7983, -0.7097, -0.7793)
O (0.2296, 1.9280, -1.7085)
O (1.2114, -0.9330, -1.9453)
H (0.7981, 1.3774, -2.2991)
H (2.1631, 2.1277, 0.0534)
H (1.2032, 1.5325, 1.4122)
H (0.6680, 2.9851, 0.5530)
H (1.2980, -0.9340, 1.3724)
H (2.0640, -2.0886, 0.2536)
H (2.5879, -0.3908, 0.3430)
C (-1.0904, -2.0182, 0.5301)
N (-1.9597, 0.8474, 0.8351)
C (-1.2848, 0.4416, -0.2942)
C (-0.7809, -0.9462, -0.5030)
H (-2.5208, 0.1435, 1.2967)
H (-2.1862, 1.8344, 0.8305)
H (-1.7331, 0.8518, -1.1975)
H (-1.1716, -1.2832, -1.4662)
H (-2.1669, -2.1935, 0.6119)
H (-0.7440, -1.7528, 1.5311)
H (-0.6105, -2.9567, 0.2404)

Computed properties:
E_HOMO = -8.418 eV
Net charge = 0
Kohn-Sham gap = 9.1 eV
Max |F| = 2.72 eV Å⁻¹
E_LUMO = 0.678 eV
ΔE to the lowest compared entry with this formula, charge and spin = 460.79 kJ/mol



Entry from OMol25: C3H3MgO4 as an isolated structure in a non-equilibrium geometry (ωB97M-V with the def2-TZVPD basis set).

Element x y z (Å)
O (-2.1324, -2.4784, 0.0818)
C (-2.1222, -1.2392, -0.1174)
O (-2.9255, -0.4505, -0.5306)
C (1.7266, 1.5761, -0.0494)
O (0.9699, 0.3746, 0.1197)
C (-0.3061, 0.4216, -0.0884)
O (-0.7402, -0.8067, 0.1851)
Mg (-0.2264, -2.9737, 0.6605)
H (2.2078, 1.8006, 0.9084)
H (2.4856, 1.3832, -0.8149)
H (1.0629, 2.3924, -0.3549)

Computed properties:
Multiplicity = 2
E_HOMO (alpha / beta) = -7.333 / -9.503 eV
Net charge = 0
Kohn-Sham gap (alpha / beta) = 7.3 / 8.3 eV
Max |F| = 2.01 eV Å⁻¹
E_LUMO (alpha / beta) = -0.043 / -1.212 eV
ΔE to the lowest compared entry with this formula, charge and spin = 313.50 kJ/mol



Entry from OMol25: one molecule with the formula C7H6N2O5 in a non-equilibrium geometry (ωB97M-V with the def2-TZVPD basis set).

Element x y z (Å)
C (1.1276, -1.1255, 0.4742)
C (-0.1416, -1.3528, 0.2864)
C (2.0573, 1.3120, 0.6620)
C (1.9721, 0.0458, 0.3829)
C (-1.2537, -0.3325, 0.1503)
C (-1.1346, 1.1059, 0.3564)
C (-2.4590, -0.9014, -0.6786)
N (3.4640, -0.4715, -0.1608)
N (-1.7603, 2.2247, -0.1760)
O (3.9114, -1.5091, 0.2692)
O (-1.7178, 2.3628, -1.4244)
O (4.0079, 0.2574, -0.9691)
O (-2.2425, 3.0905, 0.5732)
O (-1.5765, 0.3624, 1.3552)
H (1.8465, -2.0644, 0.3394)
H (-0.4400, -2.3739, 0.5216)
H (2.7118, 2.1275, 0.6415)
H (-2.2531, -1.8666, -1.0720)
H (-2.8224, -0.1223, -1.5119)
H (-3.2972, -0.7688, -0.0194)

Computed properties:
E_HOMO (alpha / beta) = -10.068 / -9.919 eV
Net charge = 0
Kohn-Sham gap (alpha / beta) = 8.0 / 8.1 eV
Max |F| = 4.35 eV Å⁻¹
E_LUMO (alpha / beta) = -2.117 / -1.833 eV
ΔE to the lowest compared entry with this formula, charge and spin = 710.13 kJ/mol



Entry from OMol25: C28H20CdN5O4 as an isolated structure (ωB97M-V with the def2-TZVPD basis set).

Element x y z (Å)
Cd (-0.1629, -0.8288, 0.7247)
O (-3.6004, -1.6435, -1.9033)
C (-2.5604, -1.6074, -1.2364)
O (-2.4240, -1.4266, 0.0065)
C (-1.2456, -1.8102, -2.0132)
C (-1.1911, -1.8842, -3.3963)
C (0.0474, -2.0597, -4.0000)
C (1.1833, -2.1894, -3.2111)
C (1.0432, -2.1045, -1.8347)
N (-0.1450, -1.9052, -1.2779)
C (2.2323, -2.2237, -0.8625)
O (3.3185, -2.5344, -1.3636)
O (1.9578, -1.9897, 0.3481)
H (-2.1112, -1.7927, -3.9563)
H (0.1255, -2.1060, -5.0807)
H (2.1713, -2.3430, -3.6220)
N (0.4296, 1.5659, -2.9540)
C (-0.8776, 1.6592, -2.4849)
C (-1.8626, 2.0724, -3.3924)
C (-3.1672, 2.1710, -2.9558)
C (-3.4590, 1.8814, -1.6302)
C (-2.4164, 1.4995, -0.8079)
N (-1.1539, 1.3741, -1.2205)
C (1.6316, 1.3384, -2.2906)
C (2.8148, 1.4794, -3.0291)
C (4.0208, 1.2567, -2.3985)
C (4.0271, 0.9237, -1.0511)
C (2.8095, 0.8261, -0.4047)
N (1.6335, 1.0128, -1.0058)
H (0.5251, 1.7150, -3.9416)
H (-1.5989, 2.3078, -4.4174)
H (-3.9461, 2.4800, -3.6412)
H (-4.4713, 1.9115, -1.2538)
H (-2.5923, 1.2603, 0.2338)
H (2.7761, 1.7578, -4.0762)
H (4.9469, 1.3519, -2.9509)
H (4.9457, 0.7066, -0.5255)
H (2.7606, 0.5664, 0.6457)
C (-0.8138, -3.5517, 4.6235)
C (-0.7682, -2.6082, 5.6383)
C (-0.5731, -1.2768, 5.3213)
C (-0.4242, -0.8953, 3.9823)
N (-0.4713, -1.8238, 3.0160)
C (-0.6583, -3.0989, 3.3238)
C (-0.2104, 0.5139, 3.5494)
C (-0.1503, 1.5585, 4.4787)
C (0.0496, 2.8627, 4.0638)
C (0.1914, 3.1334, 2.7084)
C (0.1303, 2.0934, 1.7900)
C (-0.0704, 0.7676, 2.1817)
H (-0.9647, -4.6014, 4.8354)
H (-0.8841, -2.9090, 6.6725)
H (-0.5385, -0.5499, 6.1180)
H (-0.6842, -3.7887, 2.4867)
H (-0.2587, 1.3735, 5.5400)
H (0.0944, 3.6642, 4.7921)
H (0.3487, 4.1527, 2.3721)
H (0.2411, 2.3148, 0.7372)

Computed properties:
E_HOMO = -5.455 eV
Net charge = -1
Kohn-Sham gap = 8.1 eV
Max |F| = 0.46 eV Å⁻¹
E_LUMO = 2.680 eV



Entry from OMol25: a 15-piece molecular cluster, C38H59BF3N16O4P2 overall in a non-equilibrium geometry (ωB97M-V with the def2-TZVPD basis set).

Element x y z (Å)
C (5.0068, -3.1760, -1.3182)
P (5.1551, -1.3498, -1.6887)
O (6.0718, -0.7951, -0.4515)
C (3.4056, -0.7583, -1.5728)
N (2.4913, -1.5763, -2.0848)
C (1.1692, -1.3167, -2.1267)
P (0.0689, -2.6184, -2.8705)
N (-1.3355, -2.0994, -3.3543)
C (0.6975, -0.1411, -1.6304)
C (-0.7576, 0.2936, -1.5853)
C (-1.5538, -0.5499, -0.5857)
O (-0.7037, -0.9004, 0.4995)
C (-2.7742, 0.2097, 0.0041)
F (-3.7315, -0.7133, 0.2414)
F (-2.5004, 0.7444, 1.1893)
F (-3.3123, 1.1107, -0.8106)
C (1.6567, 0.7451, -1.1051)
C (2.9985, 0.4667, -1.0414)
C (3.9780, 1.4279, -0.4378)
B (3.2722, 2.5799, 0.4449)
O (2.9556, 3.8165, 0.0057)
O (2.9266, 2.2174, 1.7571)
H (3.9915, -3.3726, -0.9363)
H (5.1296, -3.7848, -2.2142)
H (5.6868, -3.4218, -0.5004)
H (6.6870, -0.1462, -0.8625)
H (2.8018, -2.4526, -2.4910)
H (0.0395, -3.6791, -1.9336)
H (0.7999, -3.0558, -4.0102)
H (-2.0303, -2.6467, -2.8484)
H (-1.2058, 0.2842, -2.5798)
H (-0.7645, 1.3340, -1.2357)
H (-1.9289, -1.4772, -1.0200)
H (-1.2131, -1.5068, 1.0499)
H (1.2549, 1.6892, -0.7429)
H (4.5500, 1.9270, -1.2318)
H (4.6811, 0.9343, 0.2395)
H (3.2873, 3.9986, -0.8966)
H (3.6482, 2.4694, 2.3429)
C (-4.8403, 2.4194, 2.9512)
C (-5.0929, 3.0484, 4.2500)
N (-5.2915, 3.5400, 5.2705)
H (-5.1389, 3.0937, 2.1495)
H (-3.7804, 2.1935, 2.8495)
H (-5.4110, 1.4936, 2.8679)
C (4.2899, 2.7946, -5.1487)
C (4.0427, 3.2881, -3.7959)
N (3.8477, 3.6776, -2.7313)
H (3.5836, 3.2496, -5.8409)
H (5.3021, 3.0522, -5.4526)
H (4.1749, 1.7132, -5.1750)
C (8.1951, 2.6654, 1.4426)
C (8.1227, 1.7712, 0.2862)
N (8.0681, 1.0661, -0.6204)
H (8.3059, 2.0804, 2.3535)
H (9.0493, 3.3317, 1.3395)
H (7.2852, 3.2595, 1.5061)
C (-4.1503, -0.9195, 4.3791)
C (-3.4837, -1.9538, 5.1751)
N (-2.9599, -2.7661, 5.8004)
H (-4.6626, -1.3721, 3.5340)
H (-4.8795, -0.3901, 4.9909)
H (-3.4128, -0.2089, 4.0068)
C (5.5237, 7.4704, -3.5020)
C (5.5572, 6.6841, -4.7377)
N (5.5813, 6.0691, -5.7094)
H (5.6707, 6.8158, -2.6451)
H (6.3134, 8.2189, -3.5199)
H (4.5613, 7.9696, -3.4088)
C (-8.0616, -2.9680, 3.3440)
C (-7.2096, -1.9282, 2.7674)
N (-6.5414, -1.1013, 2.3293)
H (-7.8739, -3.9197, 2.8474)
H (-7.8514, -3.0730, 4.4016)
H (-9.1077, -2.6963, 3.2124)
C (-2.4672, 3.8694, 0.1963)
C (-3.1230, 5.1088, 0.6189)
N (-3.6400, 6.0811, 0.9494)
H (-3.2062, 3.0853, 0.0850)
H (-1.9633, 4.0238, -0.7569)
H (-1.7344, 3.5676, 0.9439)
C (-6.8622, 7.2953, 2.1422)
C (-8.1511, 7.3229, 1.4449)
N (-9.1619, 7.3423, 0.8964)
H (-6.5320, 8.3108, 2.3506)
H (-6.9616, 6.7539, 3.0815)
H (-6.1166, 6.7997, 1.5230)
C (-0.1607, -3.5583, 3.6210)
C (-0.0677, -3.8980, 2.1954)
N (-0.0028, -4.1683, 1.0777)
H (0.7960, -3.7419, 4.1058)
H (-0.4222, -2.5079, 3.7354)
H (-0.9264, -4.1669, 4.0994)
C (-3.1816, -6.2389, 2.2219)
C (-4.5338, -5.9323, 2.6867)
N (-5.5865, -5.6599, 3.0592)
H (-2.7220, -5.3337, 1.8283)
H (-2.5822, -6.6115, 3.0507)
H (-3.2139, -6.9938, 1.4389)
C (7.3681, -2.1842, -5.2832)
C (6.6197, -0.9870, -4.8904)
N (6.0352, -0.0462, -4.5804)
H (6.6878, -3.0254, -5.4006)
H (7.8786, -2.0100, -6.2270)
H (8.1051, -2.4256, -4.5191)
C (11.4388, -4.0170, -5.9672)
C (10.1521, -4.0585, -6.6683)
N (9.1441, -4.0966, -7.2217)
H (11.7154, -2.9842, -5.7639)
H (11.3642, -4.5590, -5.0265)
H (12.2085, -4.4772, -6.5833)
C (-8.6125, -1.8043, 8.0185)
C (-8.1339, -1.4096, 6.6915)
N (-7.7596, -1.0981, 5.6490)
H (-9.0748, -0.9516, 8.5114)
H (-9.3457, -2.6029, 7.9237)
H (-7.7774, -2.1559, 8.6211)
C (-7.2622, -2.7316, -0.8234)
C (-7.3809, -3.6405, -1.9673)
N (-7.4720, -4.3562, -2.8630)
H (-7.1769, -3.3060, 0.0969)
H (-6.3798, -2.1044, -0.9326)
H (-8.1438, -2.0963, -0.7639)

Computed properties:
E_HOMO = -11.370 eV
Net charge = +1
Kohn-Sham gap = 7.7 eV
Max |F| = 1.84 eV Å⁻¹
E_LUMO = -3.715 eV



Entry from OMol25: C58H42CoFGeN2P3S2 as an isolated structure (ωB97M-V with the def2-TZVPD basis set).

Element x y z (Å)
Co (0.0300, -0.7500, -0.2460)
F (0.8075, 4.4125, 0.1654)
Ge (0.5395, 2.6782, 0.1477)
C (-1.2769, 2.6752, 0.8608)
C (-1.8903, 3.9290, 0.7506)
C (-3.1852, 4.1313, 1.2073)
C (-3.8896, 3.0899, 1.7884)
C (-3.2917, 1.8480, 1.9231)
C (-1.9935, 1.6261, 1.4638)
P (-1.1637, 0.0469, 1.8396)
C (-0.7435, 0.3293, 3.6139)
C (0.5028, 0.7832, 4.0304)
C (0.7398, 1.0874, 5.3673)
C (-0.2701, 0.9409, 6.3040)
C (-1.5250, 0.5037, 5.8969)
C (-1.7617, 0.2034, 4.5652)
C (-2.4526, -1.2337, 1.9078)
C (-2.2615, -2.3476, 2.7275)
C (-3.1404, -3.4184, 2.6640)
C (-4.2066, -3.3929, 1.7741)
C (-4.3974, -2.2924, 0.9507)
C (-3.5212, -1.2166, 1.0150)
C (0.9449, 2.3982, -1.7469)
C (1.9500, 3.2688, -2.1791)
C (2.4814, 3.1616, -3.4611)
C (2.0352, 2.1655, -4.3138)
C (1.0154, 1.3110, -3.9091)
C (0.4459, 1.4399, -2.6459)
P (-0.9661, 0.4275, -2.1055)
C (-2.3335, 1.6535, -1.9940)
C (-3.5997, 1.1620, -1.6645)
C (-4.7083, 1.9934, -1.6955)
C (-4.5662, 3.3267, -2.0735)
C (-3.3148, 3.8173, -2.4106)
C (-2.1987, 2.9848, -2.3664)
C (-1.6195, -0.5481, -3.4994)
C (-1.8757, 0.0547, -4.7324)
C (-2.4734, -0.6753, -5.7470)
C (-2.8467, -1.9991, -5.5337)
C (-2.6379, -2.5864, -4.2963)
C (-2.0266, -1.8585, -3.2818)
C (2.0459, 2.1631, 1.2842)
C (2.4684, 3.2333, 2.0861)
C (3.5644, 3.1124, 2.9272)
C (4.2850, 1.9277, 2.9663)
C (3.8916, 0.8635, 2.1739)
C (2.7655, 0.9520, 1.3478)
P (2.3358, -0.5322, 0.3719)
C (2.4351, -1.9700, 1.4929)
C (2.5645, -3.2353, 0.9113)
C (2.5265, -4.3807, 1.6889)
C (2.3456, -4.2802, 3.0639)
C (2.2214, -3.0323, 3.6535)
C (2.2723, -1.8809, 2.8728)
C (3.7933, -0.7010, -0.7142)
C (3.8973, 0.1663, -1.7996)
C (5.0196, 0.1431, -2.6124)
C (6.0517, -0.7496, -2.3489)
C (5.9581, -1.6091, -1.2649)
C (4.8345, -1.5852, -0.4461)
H (-1.3503, 4.7530, 0.3042)
H (-3.6426, 5.1082, 1.1045)
H (-4.9014, 3.2433, 2.1446)
H (-3.8428, 1.0476, 2.4020)
H (1.2945, 0.9341, 3.3151)
H (1.7175, 1.4448, 5.6675)
H (-0.0868, 1.1707, 7.3468)
H (-2.3259, 0.3985, 6.6189)
H (-2.7490, -0.1316, 4.2735)
H (-1.4176, -2.3891, 3.4069)
H (-2.9851, -4.2796, 3.3019)
H (-4.8886, -4.2323, 1.7229)
H (-5.2291, -2.2691, 0.2575)
H (-3.6779, -0.3562, 0.3748)
H (2.3242, 4.0330, -1.5080)
H (3.2550, 3.8502, -3.7815)
H (2.4698, 2.0522, -5.3008)
H (0.6675, 0.5424, -4.5870)
H (-3.7278, 0.1099, -1.4280)
H (-5.6872, 1.5995, -1.4449)
H (-5.4332, 3.9766, -2.1113)
H (-3.1988, 4.8529, -2.7115)
H (-1.2283, 3.3848, -2.6367)
H (-1.6274, 1.0969, -4.8981)
H (-2.6615, -0.2065, -6.7046)
H (-3.3139, -2.5653, -6.3307)
H (-2.9485, -3.6081, -4.1160)
H (-1.8906, -2.3079, -2.3070)
H (1.9354, 4.1745, 2.0464)
H (3.8637, 3.9531, 3.5428)
H (5.1558, 1.8358, 3.6045)
H (4.4654, -0.0563, 2.2006)
H (2.7045, -3.3255, -0.1578)
H (2.6339, -5.3530, 1.2210)
H (2.3133, -5.1754, 3.6733)
H (2.0921, -2.9448, 4.7264)
H (2.1908, -0.9205, 3.3549)
H (3.0997, 0.8628, -2.0131)
H (5.0856, 0.8216, -3.4552)
H (6.9280, -0.7737, -2.9860)
H (6.7608, -2.3047, -1.0511)
H (4.7856, -2.2579, 0.4002)
S (1.2803, -1.9000, -2.4348)
C (0.7229, -3.4589, -2.3268)
C (1.1232, -4.3865, -3.3681)
N (1.4457, -5.1138, -4.1998)
C (-0.1086, -3.9219, -1.2892)
S (-0.7002, -3.0081, -0.0120)
C (-0.4998, -5.3152, -1.2853)
N (-0.8233, -6.4204, -1.2811)

Computed properties:
Multiplicity = 5
E_HOMO (alpha / beta) = -10.428 / -11.424 eV
Net charge = +1
Kohn-Sham gap (alpha / beta) = 7.7 / 6.6 eV
Max |F| = 0.66 eV Å⁻¹
E_LUMO (alpha / beta) = -2.739 / -4.852 eV
ΔE to the lowest compared entry with this formula, charge and spin = 0.00 kJ/mol



| no. | M (g/mol) | total energy (Eh) |
| --- | --- | --- |
| 1 | 146.2 | -496.8820 |
| 2 | 127.4 | -617.1191 |
| 3 | 198.1 | -755.5732 |
| 4 | 602.9 | -1821.6604 |
| 5 | 933.8 | -3667.3467 |
| 6 | 1074.6 | -7724.7724 |